{"formula": "C17H39N8O4SSeV", "method": "ωB97M-V with the def2-TZVPD basis set", "species": ["V", "C", "C", "N", "C", "C", "N", "C", "C", "C", "N", "C", "C", "N", "C", "H", "H", "H", "H", "H", "H", "H", "H", "H", "H", "H", "H", "H", "H", "H", "H", "H", "H", "H", "H", "H", "H", "H", "H", "C", "S", "O", "O", "O", "H", "H", "H", "C", "N", "C", "C", "N", "C", "C", "Se", "H", "H", "H", "H", "H", "H", "H", "H", "N", "C", "N", "O", "H", "H", "H", "H"], "positions_angstrom": [[0.204588, 0.553998, 0.194464], [1.613594, 0.289518, -2.944534], [0.567492, 1.394991, -2.794455], [-0.460513, 1.109887, -1.755006], [-1.453622, 0.073547, -2.137121], [-2.343609, -0.193396, -0.922987], [-1.465485, -0.669161, 0.168500], [-2.175937, -0.906005, 1.448864], [-1.262308, -1.574890, 2.478821], [-0.187123, -0.647123, 3.055652], [0.827175, -0.238644, 2.048020], [1.796125, -1.314638, 1.692946], [2.688445, -0.808482, 0.559066], [1.798258, -0.463802, -0.580864], [2.538363, 0.109894, -1.737879], [1.140604, -0.676227, -3.146399], [2.225196, 0.531100, -3.812369], [1.078084, 2.313215, -2.497926], [0.085337, 1.576399, -3.757397], [-0.982631, 1.968481, -1.587658], [-2.043874, 0.369662, -3.002035], [-0.926594, -0.852390, -2.368114], [-2.824092, 0.731651, -0.608800], [-3.119663, -0.921823, -1.161510], [-1.059350, -1.564721, -0.140052], [-2.527612, 0.053520, 1.830675], [-3.050105, -1.541148, 1.275764], [-1.874515, -1.931759, 3.305600], [-0.800500, -2.452875, 2.019062], [-0.666200, 0.261569, 3.419344], [0.296983, -1.133234, 3.902931], [1.363379, 0.533591, 2.432093], [2.378957, -1.630127, 2.559943], [1.247460, -2.173897, 1.316925], [3.231440, 0.086658, 0.858726], [3.403998, -1.578401, 0.269971], [1.438741, -1.358344, -0.913641], [2.981530, 1.063235, -1.441004], [3.336941, -0.577277, -2.016976], [-0.236534, -4.062798, -2.929922], [0.812153, -3.682364, -1.548284], [1.055680, -4.903610, -0.833217], [1.984418, -3.017010, -2.108682], [0.028580, -2.690268, -0.744783], [0.060922, -5.036569, -3.327580], [-0.088816, -3.284532, -3.682972], [-1.270740, -4.084515, -2.583857], [-4.783921, 2.235739, 1.060417], [-4.156361, 2.766918, 2.267535], [-4.840475, 3.065074, 3.442807], [-3.952660, 3.614270, 4.283676], [-2.732221, 3.649414, 3.616758], [-1.495492, 4.199320, 4.164828], [-2.858731, 3.128879, 2.380556], [-1.490375, 2.945304, 1.137004], [-5.750983, 2.713379, 0.921072], [-4.921214, 1.159944, 1.133148], [-4.148105, 2.469102, 0.214839], [-5.891795, 2.859440, 3.572971], [-4.078282, 3.982361, 5.291728], [-1.748072, 4.903182, 4.952888], [-0.951238, 4.710904, 3.378589], [-0.868761, 3.409815, 4.572541], [1.876418, 4.327183, -0.030499], [2.159184, 3.325479, 0.836548], [2.947131, 3.638470, 1.890940], [1.728397, 2.173885, 0.672924], [2.087579, 5.281527, 0.198394], [1.139418, 4.169932, -0.691507], [3.431352, 4.516696, 1.942266], [3.308705, 2.885395, 2.446503]], "forces_ev_per_a": [[-0.10, 2.12, 0.77], [-0.14, -0.04, 0.44], [0.00, -0.30, 0.18], [-0.13, 0.18, -0.64], [0.00, -0.08, 0.42], [0.39, -0.10, -0.04], [-1.00, -0.47, 0.09], [0.26, -0.09, -0.20], [0.20, 0.27, -0.27], [-0.02, -0.16, -0.43], [0.19, -0.54, 0.67], [0.08, 0.26, -0.16], [-0.40, -0.11, -0.04], [1.25, -0.26, -0.40], [-0.34, -0.11, 0.13], [0.05, 0.04, -0.10], [0.03, -0.01, -0.07], [-0.04, 0.08, 0.02], [-0.06, 0.01, -0.06], [-0.05, 0.03, -0.14], [-0.06, 0.09, -0.15], [0.08, 0.04, -0.10], [-0.07, 0.09, 0.09], [-0.06, -0.10, -0.06], [-0.07, -0.07, -0.01], [-0.06, 0.14, 0.01], [-0.02, -0.02, -0.04], [-0.03, -0.03, 0.05], [-0.04, -0.05, 0.07], [0.00, 0.13, 0.02], [0.09, -0.07, 0.09], [0.02, 0.03, 0.12], [0.08, 0.03, 0.05], [-0.12, -0.09, 0.04], [0.07, 0.09, 0.01], [0.05, -0.06, -0.02], [-0.11, -0.22, -0.08], [-0.01, 0.02, 0.06], [0.09, -0.04, 0.01], [-0.02, -0.03, -0.13], [-0.10, 0.17, 0.04], [-0.01, -0.10, 0.13], [0.07, 0.09, 0.06], [0.09, -0.36, -0.22], [-0.06, 0.21, 0.04], [-0.12, -0.14, 0.08], [0.11, -0.10, -0.08], [-0.02, 0.10, 0.19], [-0.28, 0.04, -0.08], [-0.03, -0.20, -0.42], [0.43, 0.12, 0.08], [0.07, 0.23, 0.32], [-0.16, -0.04, 0.04], [-0.29, -0.26, 0.21], [0.20, -0.02, -0.11], [0.00, 0.01, 0.04], [0.04, -0.08, 0.04], [0.09, 0.02, -0.06], [0.14, 0.02, -0.10], [0.10, -0.04, -0.19], [-0.04, 0.00, 0.01], [0.00, 0.02, -0.07], [0.01, -0.08, -0.01], [0.11, -0.05, 0.12], [-0.27, -0.20, -0.21], [0.04, 0.04, 0.05], [0.04, 0.04, 0.00], [-0.01, 0.05, 0.00], [-0.10, -0.04, -0.04], [0.02, 0.02, -0.03], [-0.01, -0.08, -0.01]], "total_energy_ha": -5153.77974, "spin_multiplicity": 4, "s2": 3.757, "orbital_gap_ev": [7.54, 8.65], "total_charge": 1, "e_above_lowest_kj_mol": 23.91, "lumo_energy_ev": [-2.2786, -2.2944]}

{"formula": "C17H39OP3RuS", "method": "ωB97M-V with the def2-TZVPD basis set", "species": ["Ru", "P", "P", "P", "H", "C", "C", "H", "C", "C", "C", "C", "C", "C", "C", "C", "C", "H", "H", "H", "H", "H", "H", "H", "H", "H", "H", "H", "H", "H", "H", "H", "H", "H", "H", "H", "H", "H", "H", "H", "H", "H", "H", "H", "H", "H", "C", "C", "C", "C", "C", "C", "S", "H", "H", "H", "H", "H", "H", "O", "H", "H"], "positions_angstrom": [[0.051211, 0.237498, 1.684149], [1.835932, 1.121229, 2.767779], [-1.757310, 1.629274, 1.970110], [0.536453, 0.832724, -0.389449], [-1.077335, -2.179312, 1.441873], [-0.324742, -1.693826, 0.810062], [1.030935, -1.655129, 1.318621], [1.219524, -2.171058, 2.266811], [2.223874, 0.663244, 4.510745], [1.814938, 2.953465, 2.934509], [3.441273, 0.744895, 1.957019], [-3.322257, 1.000080, 1.245604], [-2.279867, 2.011952, 3.688075], [-1.576518, 3.315856, 1.262322], [1.705033, -0.190191, -1.375576], [1.271136, 2.501119, -0.589814], [-0.953435, 0.871823, -1.468290], [-0.518228, -1.774545, -0.265699], [1.878058, -1.698939, 0.630624], [2.302745, -0.429706, 4.607799], [1.441248, 1.041097, 5.186602], [3.187235, 1.113243, 4.804250], [0.978366, 3.242630, 3.588229], [1.705396, 3.447347, 1.959365], [2.761872, 3.273846, 3.395677], [3.591072, -0.343246, 1.984194], [4.244637, 1.239542, 2.523059], [3.467370, 1.088165, 0.912454], [-4.128155, 1.739611, 1.387913], [-3.586631, 0.072200, 1.771315], [-3.213950, 0.783726, 0.174245], [-3.116733, 2.734071, 3.682190], [-1.440693, 2.446322, 4.252420], [-2.615752, 1.085088, 4.175378], [-2.475658, 3.903981, 1.497914], [-1.453122, 3.284625, 0.173056], [-0.704803, 3.806025, 1.716622], [1.853694, 0.220378, -2.386843], [1.330764, -1.215339, -1.482450], [2.683036, -0.231075, -0.879569], [1.331507, 2.746107, -1.658152], [2.283357, 2.544007, -0.171631], [0.659531, 3.262884, -0.096498], [-0.677043, 1.098418, -2.506322], [-1.677911, 1.620618, -1.132855], [-1.444147, -0.108796, -1.454309], [-0.585740, -2.690992, -5.183180], [-1.759471, -2.931774, -5.921065], [-2.014635, -4.205373, -6.433517], [-1.096977, -5.245899, -6.228641], [0.080174, -5.002849, -5.513296], [0.343337, -3.733303, -4.998893], [-0.256396, -1.124446, -4.478752], [-1.387825, -0.484263, -4.865724], [-2.460970, -2.109674, -6.074963], [-2.929738, -4.393003, -6.992356], [-1.302080, -6.244537, -6.628375], [0.799079, -5.806955, -5.352028], [1.260325, -3.527226, -4.444010], [-0.579611, -0.793948, 3.880613], [0.038306, -1.501879, 4.163373], [-0.633691, -0.189815, 4.647258]], "forces_ev_per_a": [[-0.16, -0.44, 0.89], [2.23, 1.39, 1.00], [-1.93, 1.38, 0.36], [0.23, 1.33, -1.05], [0.08, 0.35, -0.15], [1.56, -1.38, 0.25], [-1.73, -2.02, -0.35], [-0.03, 0.34, -0.22], [-0.44, -0.34, -0.15], [-0.12, -0.05, -0.23], [-0.20, -0.02, -0.05], [0.15, -0.21, -0.05], [0.26, -0.25, 0.02], [0.16, -0.14, 0.00], [-0.01, -0.21, 0.04], [-0.13, -0.05, -0.23], [0.08, -0.20, -0.18], [0.12, 0.25, 0.41], [-0.25, 0.49, 0.27], [0.03, 0.33, 0.08], [0.28, -0.14, -0.16], [-0.37, -0.12, -0.22], [0.29, -0.02, -0.17], [0.06, -0.11, 0.37], [-0.30, -0.08, -0.11], [0.10, 0.30, -0.01], [-0.19, -0.17, -0.21], [0.04, -0.10, 0.39], [0.34, -0.23, 0.00], [-0.03, 0.22, -0.17], [-0.09, 0.06, 0.37], [0.38, -0.33, -0.08], [-0.29, -0.10, -0.11], [0.05, 0.31, -0.06], [0.23, -0.21, -0.03], [-0.07, 0.09, 0.32], [-0.26, -0.03, -0.15], [-0.11, 0.16, 0.43], [0.08, 0.13, 0.12], [-0.22, 0.02, -0.16], [0.02, -0.02, 0.20], [-0.23, -0.09, -0.10], [0.16, -0.20, -0.14], [0.06, 0.19, 0.21], [0.22, -0.15, -0.12], [0.02, 0.16, 0.12], [0.04, 1.55, 0.54], [-0.08, 1.65, 0.46], [-0.09, -1.82, -0.61], [-0.06, -0.25, -0.13], [-0.49, -1.63, -0.78], [0.68, 1.51, 0.80], [-0.09, -1.16, -0.59], [0.06, -0.12, -0.07], [-0.01, -0.32, -0.13], [0.05, 0.05, 0.03], [0.07, 0.33, 0.12], [-0.10, 0.11, -0.04], [-0.09, -0.22, -0.15], [0.65, 0.23, -0.17], [-0.56, 0.44, -0.10], [-0.06, -0.41, -0.36]], "total_energy_ha": -2261.89736, "spin_multiplicity": 5, "s2": 6.025, "orbital_gap_ev": [5.64, 2.74], "total_charge": 4, "e_above_lowest_kj_mol": 0.00, "lumo_energy_ev": [-12.8765, -17.1959]}

{"formula": "C17H40BN7O7", "method": "ωB97M-V with the def2-TZVPD basis set", "species": ["N", "C", "C", "C", "C", "N", "N", "C", "O", "B", "O", "O", "N", "N", "H", "H", "H", "H", "H", "H", "H", "H", "H", "H", "C", "O", "C", "C", "N", "C", "C", "O", "C", "H", "H", "H", "H", "H", "H", "H", "H", "H", "H", "H", "H", "H", "H", "H", "C", "O", "C", "C", "N", "C", "C", "O", "C", "H", "H", "H", "H", "H", "H", "H", "H", "H", "H", "H", "H", "H", "H", "H"], "positions_angstrom": [[-3.060918, 0.167064, 1.632144], [-2.553440, 0.355695, 0.268030], [-2.490704, -0.972559, -0.456841], [-1.325860, -1.075105, -1.446396], [-0.071075, -0.919850, -0.668915], [0.266145, -1.932557, 0.109165], [1.365015, -1.807420, 0.825860], [1.998025, -0.665054, 0.712508], [3.093949, -0.555310, 1.464502], [3.448949, 0.741522, 1.831408], [4.253725, 1.538423, 1.051598], [3.055876, 1.218003, 3.046704], [1.676763, 0.349143, -0.047309], [0.591509, 0.208798, -0.793292], [-2.295265, -0.164958, 2.207128], [-3.351004, 1.066325, 1.992539], [-1.578569, 0.839886, 0.328226], [-3.186364, 1.053199, -0.259533], [-2.424710, -1.756748, 0.282970], [-3.407696, -1.118487, -1.009554], [-1.318131, -2.023106, -1.965887], [-1.411529, -0.280535, -2.168315], [3.699709, 2.291399, 0.789097], [3.811035, 1.705115, 3.411625], [0.172621, -0.982155, -9.594583], [-0.204444, -1.865919, -8.555056], [0.880612, -2.614632, -8.017591], [1.102985, -2.249979, -6.566310], [1.630542, -0.896088, -6.447261], [1.677485, -0.392739, -5.077200], [0.350012, -0.154495, -4.365681], [-0.423203, 0.891626, -4.924315], [-1.306985, 0.506661, -5.962629], [-0.734646, -0.514495, -9.973022], [0.845825, -0.198820, -9.230402], [0.654799, -1.523353, -10.414081], [1.793700, -2.469792, -8.600835], [0.608215, -3.672713, -8.078090], [1.816355, -2.951073, -6.124092], [0.142206, -2.361768, -6.044781], [1.054804, -0.273923, -7.000110], [2.211201, 0.560334, -5.106266], [2.284254, -1.074998, -4.473380], [0.583718, 0.164300, -3.346923], [-0.246226, -1.070470, -4.273788], [-1.682217, -0.510436, -5.823170], [-0.831849, 0.589508, -6.943894], [-2.153421, 1.193749, -5.948015], [2.120243, 2.275890, 6.916118], [1.373378, 1.225690, 7.499198], [0.237020, 1.666776, 8.234785], [-1.033654, 1.163677, 7.586379], [-1.264462, 1.835692, 6.313138], [-2.350852, 1.262913, 5.524282], [-2.155428, -0.145792, 4.974765], [-1.129992, -0.236920, 3.999479], [0.173888, -0.491322, 4.506209], [2.992569, 1.830756, 6.440085], [1.538570, 2.807950, 6.155582], [2.460304, 2.985394, 7.676570], [0.221082, 2.755455, 8.332816], [0.313912, 1.240612, 9.239628], [-1.879881, 1.358352, 8.251121], [-0.935488, 0.076454, 7.463581], [-0.413692, 1.795420, 5.766197], [-2.512133, 1.930160, 4.673102], [-3.268474, 1.285865, 6.119776], [-3.080960, -0.426247, 4.462989], [-2.004337, -0.889640, 5.764465], [0.144816, -1.104027, 5.409926], [0.712722, 0.436733, 4.705363], [0.729074, -1.031054, 3.738460]], "forces_ev_per_a": [[-0.34, 0.01, -0.34], [0.20, 0.18, 0.67], [-0.04, -0.04, -0.44], [-0.37, 0.20, 0.57], [-0.56, -0.17, -1.01], [1.06, -0.46, 0.89], [-1.26, -1.02, -0.38], [0.99, -0.18, 0.49], [-0.21, 0.18, 0.23], [0.61, 0.53, 0.07], [-0.35, -0.09, -0.53], [0.31, -0.54, 0.64], [-0.86, 0.64, -0.83], [1.05, 0.72, 0.54], [-0.05, 0.05, 0.21], [0.04, -0.01, 0.22], [0.29, 0.01, -0.33], [-0.32, 0.19, -0.20], [0.08, -0.35, 0.18], [-0.39, -0.19, -0.04], [-0.09, -0.30, -0.07], [0.12, 0.32, -0.33], [0.56, 0.03, -0.01], [-0.57, 0.34, -0.07], [-0.11, -0.07, 0.09], [0.16, 0.18, -0.11], [-0.20, -0.30, 0.13], [-0.03, 0.29, -0.06], [-0.05, -0.15, 0.09], [0.04, 0.16, -0.23], [0.23, 0.05, 0.26], [-0.13, -0.17, -0.06], [0.03, 0.24, 0.04], [-0.02, -0.02, 0.03], [0.07, -0.02, -0.08], [0.05, 0.05, -0.02], [0.01, 0.12, 0.01], [0.03, 0.00, -0.02], [0.00, 0.01, 0.03], [0.00, -0.18, 0.00], [0.02, 0.02, -0.02], [-0.01, 0.01, 0.08], [-0.03, -0.05, 0.00], [0.01, 0.04, -0.02], [-0.03, -0.02, -0.16], [0.05, -0.04, -0.03], [-0.04, -0.14, -0.05], [0.01, 0.01, 0.04], [-0.03, -0.14, 0.04], [0.03, 0.22, -0.12], [-0.03, -0.29, 0.23], [0.09, 0.07, -0.27], [-0.06, -0.11, 0.10], [0.16, 0.18, -0.09], [-0.36, -0.01, -0.10], [0.14, -0.09, 0.19], [0.03, 0.04, -0.27], [-0.02, -0.05, 0.01], [0.03, 0.10, 0.04], [-0.01, 0.06, -0.04], [0.01, 0.03, -0.12], [0.00, 0.03, 0.01], [-0.02, -0.01, -0.01], [-0.03, -0.04, 0.17], [0.01, 0.03, 0.00], [-0.05, -0.04, -0.02], [0.01, -0.04, 0.04], [0.02, -0.01, -0.02], [0.14, 0.04, 0.03], [-0.03, 0.04, 0.04], [0.05, -0.02, 0.12], [-0.04, -0.04, -0.01]], "total_energy_ha": -1606.52844, "orbital_gap_ev": 7.66, "lumo_energy_ev": -1.0135}